Entry 1:
# C31H26I2N6NiO2

C31H26I2N6NiO2 as an isolated structure (the ωB97M-V functional and the def2-TZVPD basis, the OMol25 dataset).

## Properties
frontier orbital gap (alpha / beta): 5.180 / 5.179 eV
lowest unoccupied orbital energy (alpha / beta): -6.636 / -6.637 eV
E_HOMO (alpha / beta): -11.82 / -11.82 eV
total energy: -3779.22024 Ha
net charge: +2

Last column: Mulliken charge in e.
Atoms and positions in Å:
Ni (-1.439, -0.018, -2.434)  -0.048
C (2.918, 4.801, 9.367)  -0.851
O (2.044, 5.447, 8.447)  -0.448
C (1.738, 4.822, 7.305)  0.896
C (2.199, 3.556, 6.943)  -0.476
C (1.811, 3.009, 5.734)  -0.763
C (0.965, 3.699, 4.870)  0.267
C (0.512, 4.971, 5.242)  -0.492
C (0.889, 5.526, 6.440)  -0.764
C (0.586, 3.078, 3.613)  0.407
N (1.075, 1.949, 3.136)  -0.791
C (0.439, 1.745, 1.955)  0.695
C (-0.462, 2.768, 1.688)  0.030
N (-0.353, 3.611, 2.762)  -0.084
C (-1.257, 2.817, 0.511)  0.176
C (-2.172, 3.816, 0.127)  -0.190
C (-2.848, 3.696, -1.062)  -1.068
C (-2.619, 2.589, -1.884)  0.073
N (-1.761, 1.639, -1.545)  -0.757
C (-1.089, 1.740, -0.373)  0.566
C (-0.171, 0.680, -0.112)  0.402
N (-0.094, -0.275, -1.074)  -0.607
C (0.785, -1.251, -0.926)  0.384
C (1.625, -1.334, 0.188)  -1.269
C (1.539, -0.388, 1.181)  -0.338
C (0.621, 0.664, 1.038)  0.448
H (3.037, 5.490, 10.196)  0.245
H (3.892, 4.610, 8.911)  0.351
H (2.483, 3.868, 9.728)  0.352
H (2.853, 2.993, 7.593)  0.420
H (2.167, 2.027, 5.453)  0.443
H (-0.133, 5.556, 4.596)  0.240
H (0.549, 6.508, 6.737)  0.442
H (-0.874, 4.453, 2.937)  0.193
H (-2.343, 4.676, 0.760)  0.499
H (-3.555, 4.448, -1.380)  0.453
H (-3.144, 2.466, -2.821)  0.510
H (0.833, -1.991, -1.713)  0.478
H (2.332, -2.148, 0.253)  0.484
H (2.170, -0.426, 2.059)  0.625
C (0.225, -6.035, -3.613)  -1.009
N (-0.621, -5.011, -3.011)  0.051
N (-0.660, -3.722, -3.479)  0.924
C (-1.370, -2.963, -2.596)  0.477
O (-1.708, -1.765, -2.904)  -0.749
C (-1.715, -3.787, -1.519)  -0.973
C (-1.229, -5.050, -1.815)  0.869
C (-1.292, -6.304, -1.021)  -1.539
C (-0.298, -3.359, -4.815)  -0.489
C (-0.987, -3.914, -5.882)  0.057
C (-0.632, -3.548, -7.173)  -0.769
C (0.391, -2.635, -7.382)  -0.442
C (1.076, -2.087, -6.304)  -0.678
C (0.735, -2.452, -5.010)  -0.214
H (0.829, -5.578, -4.390)  0.376
H (-0.389, -6.818, -4.053)  0.347
H (0.878, -6.458, -2.853)  0.379
H (-2.299, -3.508, -0.660)  0.494
H (-1.948, -6.166, -0.166)  0.379
H (-0.303, -6.581, -0.651)  0.347
H (-1.672, -7.132, -1.620)  0.362
H (-1.799, -4.609, -5.708)  0.523
H (-1.160, -3.974, -8.015)  0.420
H (0.665, -2.356, -8.391)  0.452
H (1.888, -1.393, -6.474)  0.461
H (1.291, -2.071, -4.163)  0.440
I (-1.230, 0.564, -5.042)  0.394
I (-2.417, 2.830, -5.740)  -0.019

---

Entry 2:
# C31H26MnN7O2S

C31H26MnN7O2S as an isolated structure (the ωB97M-V functional and the def2-TZVPD basis, the OMol25 dataset).

## Properties
⟨S²⟩: 6.046
frontier orbital gap (alpha / beta): 6.498 / 7.485 eV
lowest unoccupied orbital energy (alpha / beta): -6.824 / -5.967 eV
2S+1: 5
E_HOMO (alpha / beta): -13.32 / -13.45 eV
total energy: -3279.53000 Ha
net charge: +2

Last column: Mulliken charge in e.
Atoms and positions in Å:
Mn (-0.787, 0.598, 0.803)  -0.509
C (-2.667, 2.717, 1.571)  -0.993
N (-2.473, 1.277, 1.895)  -0.281
C (-3.627, 0.393, 1.581)  -0.933
C (-3.063, -0.966, 1.322)  0.250
N (-1.802, -1.101, 0.957)  0.906
C (-1.586, -2.467, 0.734)  0.040
C (-0.451, -3.157, 0.319)  0.193
C (-0.572, -4.525, 0.184)  -1.081
C (-1.782, -5.190, 0.453)  -0.574
C (-2.910, -4.510, 0.863)  -1.160
C (-2.780, -3.133, 0.994)  0.140
N (-3.692, -2.140, 1.371)  -0.089
C (-1.303, 3.290, 1.375)  0.276
N (-0.301, 2.513, 1.001)  0.824
C (0.818, 3.345, 0.838)  0.342
C (2.120, 3.069, 0.434)  0.142
C (2.991, 4.136, 0.369)  -1.059
C (2.587, 5.443, 0.693)  -0.523
C (1.297, 5.724, 1.087)  -1.150
C (0.426, 4.644, 1.146)  0.210
N (-0.928, 4.562, 1.486)  -0.079
H (-3.231, 3.244, 2.339)  0.598
H (-3.219, 2.779, 0.632)  0.277
H (-2.248, 1.190, 2.884)  0.240
H (-4.104, 0.765, 0.673)  0.262
H (-4.371, 0.384, 2.377)  0.608
H (0.475, -2.642, 0.105)  0.709
H (0.283, -5.103, -0.138)  0.490
H (-1.830, -6.264, 0.335)  0.446
H (-3.839, -5.024, 1.068)  0.459
H (-4.659, -2.286, 1.619)  0.269
H (2.431, 2.069, 0.166)  0.455
H (4.011, 3.966, 0.054)  0.482
H (3.306, 6.249, 0.626)  0.417
H (0.984, 6.731, 1.328)  0.439
H (-1.526, 5.337, 1.730)  0.262
O (0.388, 1.895, -2.510)  -0.755
S (-0.353, 0.810, -1.955)  1.956
O (-1.646, 1.090, -1.307)  -0.847
N (0.379, 0.143, -0.672)  0.452
C (1.699, -0.285, -0.535)  0.220
C (2.608, -0.499, -1.531)  -0.626
C (3.907, -0.959, -1.216)  -1.168
C (4.284, -1.194, 0.074)  -0.921
C (3.361, -0.965, 1.124)  0.654
C (3.662, -1.162, 2.492)  -0.701
C (2.714, -0.903, 3.442)  -1.097
C (1.454, -0.437, 3.033)  -0.213
N (1.131, -0.241, 1.772)  0.192
C (2.071, -0.507, 0.814)  1.046
C (-0.561, -0.423, -3.167)  -0.168
C (-1.243, -1.593, -2.844)  -0.069
C (-1.387, -2.563, -3.817)  -0.795
C (-0.860, -2.354, -5.089)  -0.458
C (-0.189, -1.180, -5.396)  -0.766
C (-0.030, -0.197, -4.430)  -0.218
H (2.336, -0.314, -2.563)  0.506
H (4.612, -1.126, -2.019)  0.421
H (5.279, -1.546, 0.309)  0.454
H (4.646, -1.516, 2.774)  0.489
H (2.916, -1.044, 4.494)  0.460
H (0.693, -0.221, 3.775)  0.458
H (-1.653, -1.732, -1.852)  0.328
H (-1.913, -3.481, -3.590)  0.458
H (-0.978, -3.116, -5.848)  0.422
H (0.209, -1.024, -6.390)  0.425
H (0.486, 0.729, -4.645)  0.558

---

Entry 3:
# C31H27AsBr2N5OsS

C31H27AsBr2N5OsS as an isolated structure in a non-equilibrium geometry (the ωB97M-V functional and the def2-TZVPD basis, the OMol25 dataset).

## Properties
frontier orbital gap (alpha / beta): 5.737 / 5.730 eV
lowest unoccupied orbital energy (alpha / beta): -10.653 / -10.654 eV
E_HOMO (alpha / beta): -16.39 / -16.38 eV
total energy: -9343.15479 Ha
energy relative to the best compared isomer or geometry (same formula, charge and spin): 0.836 eV
net charge: +3

Last column: Mulliken charge in e.
Atoms and positions in Å:
Os (-0.666, 0.006, -0.263)  -0.451
C (-0.278, -0.089, 4.116)  -0.992
C (-0.696, 0.257, 2.828)  0.109
N (-0.260, -0.369, 1.744)  0.484
C (0.592, -1.432, 1.874)  0.085
C (1.116, -1.782, 3.123)  0.888
C (0.655, -1.082, 4.260)  -0.765
C (2.063, -2.836, 3.198)  -0.584
C (2.383, -3.533, 2.071)  -1.571
C (1.777, -3.231, 0.831)  -0.427
C (0.899, -2.179, 0.699)  0.652
N (0.228, -1.725, -0.469)  0.806
C (0.319, -2.214, -1.776)  0.941
C (1.072, -3.271, -2.267)  -0.647
C (0.964, -3.686, -3.604)  -1.444
C (0.107, -3.063, -4.468)  -0.673
C (-0.626, -1.928, -4.037)  0.556
C (-1.483, -1.199, -4.887)  -0.566
C (-2.122, -0.083, -4.412)  -1.137
C (-1.891, 0.311, -3.093)  0.080
N (-1.100, -0.365, -2.269)  0.126
C (-0.478, -1.492, -2.715)  0.181
H (-0.695, 0.427, 4.970)  0.482
H (-1.388, 1.074, 2.671)  0.339
H (1.031, -1.352, 5.240)  0.520
H (2.510, -3.082, 4.153)  0.515
H (3.089, -4.350, 2.118)  0.454
H (2.029, -3.872, 0.009)  0.404
H (1.763, -3.815, -1.653)  0.411
H (1.568, -4.516, -3.943)  0.451
H (-0.013, -3.416, -5.484)  0.481
H (-1.630, -1.531, -5.908)  0.495
H (-2.783, 0.500, -5.036)  0.479
H (-2.352, 1.207, -2.694)  0.475
Br (-2.295, 6.111, 2.023)  -0.029
C (-1.833, 4.507, 1.231)  -0.376
C (-0.505, 4.216, 0.928)  -0.746
C (-0.194, 2.993, 0.377)  -0.126
N (-1.127, 2.057, 0.113)  0.396
C (-2.414, 2.364, 0.374)  1.236
C (-2.806, 3.562, 0.934)  -0.907
C (-3.324, 1.263, 0.047)  0.308
C (-4.677, 1.417, -0.169)  -0.791
C (-5.443, 0.302, -0.498)  -0.292
Br (-7.243, 0.481, -0.856)  -0.017
C (-4.824, -0.942, -0.563)  -0.834
C (-3.469, -1.018, -0.338)  -0.050
N (-2.715, 0.060, -0.045)  0.287
H (0.276, 4.938, 1.120)  0.494
H (0.817, 2.735, 0.114)  0.306
H (-3.847, 3.763, 1.145)  0.530
H (-5.140, 2.393, -0.109)  0.531
H (-5.388, -1.837, -0.786)  0.505
H (-2.954, -1.969, -0.372)  0.554
C (3.355, 3.163, 0.835)  -1.203
As (3.427, 1.292, 0.445)  0.843
C (5.076, 0.943, -0.438)  -1.069
C (3.378, 0.398, 2.128)  -0.951
S (1.847, 0.615, -0.839)  -0.353
H (4.326, 3.457, 1.234)  0.476
H (2.590, 3.357, 1.584)  0.384
H (3.160, 3.726, -0.075)  0.423
H (5.883, 1.315, 0.192)  0.436
H (5.082, 1.467, -1.392)  0.420
H (5.186, -0.126, -0.605)  0.375
H (4.195, 0.752, 2.757)  0.600
H (3.474, -0.674, 1.972)  0.255
H (2.426, 0.628, 2.604)  0.225

---

Entry 4:
# C31H27AsF5N2OS5SbTc

C31H27AsF5N2OS5SbTc as an isolated structure in a non-equilibrium geometry (the ωB97M-V functional and the def2-TZVPD basis, the OMol25 dataset).

## Properties
frontier orbital gap (alpha / beta): 5.364 / 5.343 eV
lowest unoccupied orbital energy (alpha / beta): -5.296 / -5.313 eV
E_HOMO (alpha / beta): -10.66 / -10.66 eV
total energy: -6429.11582 Ha
energy relative to the best compared isomer or geometry (same formula, charge and spin): 0.605 eV
net charge: +1

Last column: Mulliken charge in e.
Atoms and positions in Å:
Tc (-1.605, -1.394, 1.014)  0.239
F (-3.616, -5.012, 6.438)  -0.263
C (-2.993, -4.097, 5.707)  0.585
C (-3.444, -3.818, 4.416)  -0.206
F (-4.509, -4.445, 3.927)  -0.278
C (-2.765, -2.881, 3.660)  0.080
F (-3.151, -2.610, 2.378)  -0.171
C (-1.653, -2.193, 4.141)  0.808
S (-0.835, -1.026, 3.155)  -0.289
C (-1.218, -2.482, 5.438)  0.063
F (-0.143, -1.864, 5.919)  -0.285
C (-1.879, -3.426, 6.215)  0.210
F (-1.449, -3.698, 7.440)  -0.261
S (-4.234, 0.642, 3.723)  -0.371
Sb (-6.059, 1.805, 3.098)  0.684
S (-3.192, 0.111, 0.443)  -0.100
S (-5.083, -0.700, 0.655)  0.073
S (-6.295, 0.908, 0.733)  -0.282
O (-1.962, -4.140, -2.187)  -0.446
C (-1.897, -3.440, -1.269)  0.712
N (-1.825, -2.713, -0.325)  -0.697
C (2.854, 6.027, 0.478)  -1.602
C (1.974, 4.878, 0.110)  0.470
C (1.821, 4.480, -1.210)  -0.780
C (1.016, 3.403, -1.550)  0.499
C (0.741, 3.091, -2.992)  -1.716
C (0.431, 2.639, -0.531)  0.370
As (-0.702, 1.065, -0.920)  1.577
N (-0.238, -0.305, 0.290)  1.272
C (1.048, -0.715, 0.590)  1.166
C (1.379, -2.063, 0.359)  -0.371
C (2.608, -2.565, 0.736)  -0.934
C (3.532, -1.746, 1.364)  -0.719
C (3.225, -0.412, 1.583)  -0.880
C (2.006, 0.108, 1.193)  -0.159
C (0.089, -0.003, -2.412)  1.147
C (-0.877, -0.655, -3.194)  -0.492
C (-2.343, -0.407, -3.000)  -1.499
C (-0.476, -1.522, -4.196)  -0.879
C (0.865, -1.749, -4.471)  0.467
C (1.281, -2.662, -5.578)  -1.566
C (1.804, -1.089, -3.697)  -1.139
C (1.445, -0.231, -2.663)  1.545
C (2.566, 0.423, -1.911)  -1.866
C (0.432, 3.135, 0.782)  -0.082
C (-0.481, 2.551, 1.825)  -1.404
C (1.221, 4.232, 1.084)  -0.891
H (3.505, 6.304, -0.346)  0.374
H (3.464, 5.772, 1.342)  0.384
H (2.243, 6.888, 0.744)  0.336
H (2.324, 5.023, -1.996)  0.469
H (0.824, 3.994, -3.591)  0.591
H (-0.276, 2.688, -3.092)  0.339
H (1.446, 2.359, -3.381)  0.213
H (0.681, -2.693, -0.178)  0.198
H (2.845, -3.597, 0.527)  0.489
H (4.487, -2.144, 1.668)  0.427
H (3.949, 0.231, 2.059)  0.500
H (1.784, 1.148, 1.373)  0.160
H (-2.672, -0.800, -2.035)  0.056
H (-2.915, -0.902, -3.778)  0.477
H (-2.555, 0.664, -3.032)  0.332
H (-1.230, -2.023, -4.785)  0.371
H (0.442, -2.878, -6.232)  0.391
H (1.656, -3.602, -5.176)  0.293
H (2.081, -2.211, -6.160)  0.401
H (2.855, -1.232, -3.905)  0.505
H (3.231, 0.938, -2.602)  0.692
H (3.160, -0.334, -1.401)  0.444
H (2.200, 1.138, -1.180)  -0.229
H (-1.482, 2.413, 1.401)  0.283
H (-0.554, 3.228, 2.672)  0.531
H (-0.148, 1.583, 2.204)  0.144
H (1.239, 4.608, 2.096)  0.492